Entry 1:
Below is a structure of composition C10H24FeN4O3S4Sb, with properties calculated with ωB97M-V with the def2-TZVPD basis set.

Output
Kohn-Sham gap (alpha / beta)	3.999 / 4.004	eV
2S+1	5
charge	-1
F_max	0.62	eV/A
energy above the lowest of the compared OMol25 structures with the same formula, charge and spin	53.19	kcal/mol

Atoms and positions in Å:
Fe  0.482  0.594  0.371
S  3.154  3.763  1.598
Sb  2.232  3.060  -0.342
S  2.563  0.641  -0.600
S  -0.156  2.801  -0.158
S  2.775  4.107  -2.279
N  -1.827  0.126  0.126
C  -2.247  -0.674  1.264
C  -3.724  -0.517  1.652
C  -4.691  -1.113  0.627
C  -4.872  -2.623  0.783
N  -3.616  -3.385  0.634
C  -2.945  -3.510  -0.499
N  -3.474  -3.099  -1.665
N  -1.703  -4.005  -0.501
C  -1.310  -0.502  2.484
O  -1.656  -1.123  3.499
O  -0.268  0.170  2.283
H  -2.040  1.118  0.211
H  -2.218  -0.218  -0.742
H  -2.018  -1.697  0.971
H  -3.907  0.555  1.753
H  -3.888  -0.957  2.638
H  -4.339  -0.860  -0.377
H  -5.693  -0.683  0.713
H  -5.628  -3.026  0.104
H  -5.211  -2.862  1.790
H  -3.042  -3.367  1.467
H  -4.472  -2.970  -1.716
H  -3.077  -3.476  -2.511
H  -1.195  -3.994  0.375
H  -1.102  -3.710  -1.260
C  0.325  -1.567  -2.362
C  1.027  -2.301  -1.243
O  0.378  -2.005  -0.008
C  0.883  -2.746  1.107
C  2.149  -2.178  1.712
H  0.832  -1.761  -3.307
H  0.358  -0.493  -2.174
H  -0.730  -1.860  -2.465
H  2.071  -1.981  -1.205
H  1.009  -3.395  -1.393
H  1.046  -3.789  0.787
H  0.085  -2.732  1.858
H  2.956  -2.107  0.983
H  2.464  -2.827  2.532
H  1.975  -1.180  2.109

***

Entry 2:
Below is a cluster of 2 separate species, C2H4NO3 in total, with properties calculated with ωB97M-V with the def2-TZVPD basis set.

Output
Kohn-Sham gap	4.936	eV
2S+1	1
charge	+1
F_max	3.81	eV/A
energy above the lowest of the compared OMol25 structures with the same formula, charge and spin	90.78	kcal/mol

Atoms and positions in Å:
C  1.417  -1.411  -0.484
C  0.426  0.684  0.169
N  4.381  0.365  -0.001
O  4.159  -0.766  0.082
O  4.744  1.429  0.132
O  1.483  -0.241  -0.135
H  0.361  -1.936  -0.440
H  -0.418  0.263  -0.182
H  0.784  1.663  -0.230
H  0.449  0.906  1.194

***

Entry 3:
Below is a structure of composition C47H68N6O4P3Pb, with properties calculated with ωB97M-V with the def2-TZVPD basis set.

Output
Kohn-Sham gap	8.837	eV
2S+1	1
charge	+3
F_max	0.44	eV/A
energy above the lowest of the compared OMol25 structures with the same formula, charge and spin	0.00	kcal/mol

Atoms and positions in Å:
Pb  -0.797  -0.201  -1.475
O  1.353  0.361  -0.160
P  2.516  -0.253  0.584
C  2.187  -1.977  1.062
P  1.410  -2.925  -0.297
O  0.079  -2.270  -0.613
C  2.462  -2.996  -1.741
C  3.707  -3.623  -1.658
C  4.469  -3.790  -2.802
C  3.983  -3.354  -4.031
C  2.740  -2.742  -4.119
C  1.980  -2.561  -2.973
C  1.239  -4.615  0.249
C  1.624  -5.071  1.508
C  1.491  -6.419  1.818
C  0.989  -7.302  0.873
C  0.606  -6.849  -0.386
C  0.729  -5.507  -0.701
C  2.855  0.675  2.087
C  2.275  0.355  3.313
C  2.499  1.164  4.420
C  3.298  2.293  4.309
C  3.882  2.620  3.090
C  3.666  1.810  1.986
C  4.048  -0.233  -0.343
C  5.237  -0.595  0.292
C  6.435  -0.550  -0.404
C  6.447  -0.146  -1.735
C  5.265  0.210  -2.372
C  4.064  0.166  -1.676
H  1.437  -1.970  1.857
H  3.104  -2.441  1.431
H  4.067  -4.005  -0.706
H  5.432  -4.283  -2.743
H  4.571  -3.510  -4.928
H  2.357  -2.426  -5.082
H  0.995  -2.115  -3.040
H  2.030  -4.391  2.248
H  1.791  -6.780  2.793
H  0.900  -8.354  1.116
H  0.221  -7.544  -1.122
H  0.441  -5.146  -1.684
H  1.650  -0.524  3.417
H  2.062  0.900  5.375
H  3.489  2.907  5.180
H  4.529  3.485  3.013
H  4.181  2.018  1.053
H  5.234  -0.883  1.340
H  7.359  -0.824  0.089
H  7.382  -0.121  -2.281
H  5.282  0.502  -3.415
H  3.121  0.375  -2.175
O  -0.368  2.916  -0.454
C  0.433  2.841  -1.473
O  0.525  1.965  -2.313
C  1.351  4.052  -1.510
N  2.765  3.557  -1.543
C  3.589  4.725  -2.015
C  2.689  5.414  -3.050
C  1.256  4.873  -2.798
H  1.226  4.662  -0.619
H  2.802  2.787  -2.213
H  3.073  3.179  -0.646
H  4.538  4.374  -2.409
H  3.780  5.356  -1.151
H  3.013  5.181  -4.061
H  2.742  6.494  -2.935
H  0.938  4.226  -3.615
H  0.523  5.668  -2.695
C  -2.016  5.354  0.031
C  -3.059  4.221  -0.077
C  -4.387  4.721  0.510
C  -3.245  3.931  -1.577
P  -2.471  2.652  0.807
N  -1.355  1.876  -0.188
C  -3.831  1.382  0.966
C  -3.248  0.014  1.402
C  -4.893  1.852  1.995
C  -4.498  1.201  -0.412
C  -1.685  3.039  2.496
C  -1.790  1.813  3.409
C  -0.192  3.344  2.316
C  -2.371  4.210  3.223
H  -2.497  6.273  -0.314
H  -1.159  5.175  -0.613
H  -1.660  5.538  1.038
H  -4.720  5.571  -0.091
H  -4.288  5.072  1.537
H  -5.173  3.970  0.465
H  -3.266  4.893  -2.096
H  -4.181  3.431  -1.804
H  -2.431  3.341  -2.001
H  -3.213  -0.098  2.479
H  -2.249  -0.174  1.005
H  -3.910  -0.765  1.021
H  -5.153  1.030  2.664
H  -5.812  2.158  1.500
H  -4.569  2.682  2.619
H  -3.786  0.988  -1.208
H  -5.089  2.068  -0.695
H  -5.186  0.356  -0.352
H  -1.288  0.942  2.987
H  -2.823  1.564  3.650
H  -1.291  2.058  4.349
H  0.331  2.532  1.807
H  0.246  3.449  3.312
H  -0.024  4.280  1.779
H  -3.452  4.098  3.288
H  -2.153  5.180  2.787
H  -1.995  4.232  4.249
C  -3.703  -6.259  -1.880
C  -4.041  -5.979  -0.418
C  -2.808  -6.082  0.478
C  -4.782  -4.651  -0.258
N  -4.051  -3.484  -0.783
C  -2.909  -2.914  -0.406
N  -2.726  -1.849  -1.158
N  -3.776  -1.785  -2.011
N  -4.575  -2.760  -1.794
H  -3.297  -7.266  -1.986
H  -2.954  -5.555  -2.257
H  -4.589  -6.191  -2.515
H  -4.761  -6.727  -0.078
H  -1.991  -5.448  0.118
H  -2.434  -7.107  0.478
H  -3.039  -5.817  1.515
H  -5.012  -4.467  0.791
H  -5.712  -4.671  -0.818
H  -2.255  -3.258  0.378

***

Entry 4:
Below is a cluster of 2 separate species, C3H9O2S in total, with properties calculated with ωB97M-V with the def2-TZVPD basis set.

Output
Kohn-Sham gap	6.774	eV
2S+1	1
charge	-1
F_max	3.22	eV/A
energy above the lowest of the compared OMol25 structures with the same formula, charge and spin	24.82	kcal/mol

Atoms and positions in Å:
C  0.464  -1.179  0.745
O  -0.004  -0.517  1.823
C  1.048  -0.390  -0.513
C  0.210  0.637  -1.133
S  -1.034  -0.035  -2.415
H  -0.306  -1.960  0.435
H  1.249  -1.884  1.038
H  1.857  0.091  0.033
H  1.556  -1.167  -1.137
H  0.744  1.393  -1.746
H  -0.251  1.181  -0.329
H  -2.267  0.090  -1.838
H  -0.699  1.865  1.995
H  -1.119  0.417  1.486
O  -1.449  1.458  1.556

***

Entry 5:
Below is an isolated molecule of C6H11N, with properties calculated with ωB97M-V with the def2-TZVPD basis set.

Output
Kohn-Sham gap	9.012	eV
2S+1	1
SMILES string	C/C=C/C/C=C/N
F_max	2.11	eV/A
energy above the lowest of the compared OMol25 structures with the same formula, charge and spin	72.45	kcal/mol

Atoms and positions in Å:
C  -1.389  -0.158  -0.881
C  -1.581  -1.448  -1.100
N  -2.817  -2.053  -1.407
C  -0.005  0.434  -0.684
C  0.382  0.702  0.733
C  1.618  0.431  1.232
C  2.465  1.498  1.856
H  -2.253  0.448  -0.617
H  -0.716  -2.100  -1.215
H  -2.794  -3.060  -1.314
H  -3.177  -1.892  -2.337
H  0.618  -0.286  -1.227
H  0.078  1.370  -1.242
H  -0.449  0.917  1.406
H  2.105  -0.458  0.832
H  2.767  2.115  1.007
H  3.204  1.207  2.598
H  1.945  2.332  2.361

***

Entry 6:
Below is a structure of composition C51H43BMoN5Si, with properties calculated with ωB97M-V with the def2-TZVPD basis set.

Output
Kohn-Sham gap (alpha / beta)	5.830 / 5.761	eV
2S+1	3
charge	-1
F_max	0.91	eV/A
energy above the lowest of the compared OMol25 structures with the same formula, charge and spin	15.19	kcal/mol

Atoms and positions in Å:
Mo  0.492  -0.133  0.423
B  2.090  -0.833  3.534
N  0.893  0.144  3.624
C  0.357  0.601  4.763
C  -0.916  1.066  4.503
C  -1.081  0.841  3.137
N  0.018  0.297  2.619
N  2.982  -0.481  2.319
C  4.316  -0.439  2.310
C  4.755  -0.348  0.999
C  3.585  -0.346  0.251
N  2.525  -0.449  1.055
H  2.760  -0.694  4.521
H  1.678  -1.955  3.404
H  0.915  0.542  5.680
H  -1.614  1.508  5.189
H  -1.931  1.061  2.513
H  4.859  -0.484  3.238
H  5.762  -0.261  0.640
H  3.439  -0.271  -0.811
N  -1.530  0.802  -0.571
C  -2.897  0.515  -0.471
C  -3.815  1.473  -0.902
C  -5.172  1.264  -0.763
C  -5.620  0.100  -0.159
C  -4.710  -0.858  0.248
C  -3.331  -0.706  0.066
C  -2.392  -1.804  0.390
C  -2.889  -3.118  0.384
C  -2.085  -4.200  0.673
C  -0.747  -3.998  0.988
C  -0.248  -2.711  0.978
C  -1.031  -1.600  0.659
H  -1.184  0.959  0.404
H  -1.342  1.643  -1.104
H  -3.442  2.394  -1.333
H  -5.871  2.017  -1.099
H  -6.679  -0.063  -0.004
H  -5.078  -1.755  0.725
H  -3.919  -3.299  0.109
H  -2.496  -5.201  0.640
H  -0.101  -4.835  1.225
H  0.805  -2.568  1.230
C  -1.161  5.356  3.261
C  -1.897  4.479  2.479
C  -1.248  3.617  1.611
C  0.146  3.596  1.484
C  0.854  4.502  2.266
C  0.217  5.365  3.147
Si  0.965  2.410  0.215
C  0.417  3.168  -1.452
C  -0.057  4.475  -1.555
C  -0.423  5.018  -2.776
C  -0.320  4.259  -3.931
C  0.145  2.955  -3.853
C  0.503  2.417  -2.626
C  2.826  2.744  0.363
C  3.616  3.102  -0.727
C  4.985  3.283  -0.597
C  5.597  3.109  0.634
C  4.832  2.741  1.730
C  3.467  2.553  1.589
H  -1.659  6.030  3.948
H  -2.978  4.462  2.546
H  -1.860  2.955  1.012
H  1.932  4.547  2.188
H  0.806  6.051  3.743
H  -0.145  5.083  -0.662
H  -0.790  6.036  -2.825
H  -0.608  4.679  -4.886
H  0.222  2.348  -4.746
H  0.833  1.386  -2.571
H  3.155  3.245  -1.698
H  5.575  3.558  -1.463
H  6.667  3.251  0.737
H  5.301  2.584  2.693
H  2.889  2.230  2.450
C  1.051  -0.795  -1.411
C  1.484  -1.514  -2.330
C  1.869  -2.295  -3.397
C  3.297  -2.590  -3.528
C  3.977  -2.477  -4.748
C  5.340  -2.702  -4.826
C  6.063  -3.043  -3.692
C  5.407  -3.154  -2.474
C  4.045  -2.933  -2.393
C  0.879  -2.811  -4.324
C  -0.449  -2.347  -4.272
C  -1.411  -2.843  -5.124
C  -1.096  -3.823  -6.060
C  0.202  -4.308  -6.113
C  1.174  -3.816  -5.261
H  3.431  -2.179  -5.632
H  5.845  -2.596  -5.778
H  7.130  -3.217  -3.757
H  5.958  -3.419  -1.580
H  3.534  -3.024  -1.443
H  -0.707  -1.592  -3.539
H  -2.424  -2.463  -5.057
H  -1.855  -4.210  -6.728
H  0.463  -5.087  -6.820
H  2.167  -4.238  -5.302

***

Entry 7:
Below is a cluster of 2 separate species, C6H7PS3 in total, with properties calculated with ωB97M-V with the def2-TZVPD basis set.

Output
Kohn-Sham gap (alpha / beta)	7.175 / 5.864	eV
2S+1	1
F_max	0.67	eV/A
energy above the lowest of the compared OMol25 structures with the same formula, charge and spin	24.34	kcal/mol

Atoms and positions in Å:
C  -0.104  0.598  2.037
C  -0.958  1.179  1.115
C  0.826  -0.348  1.633
C  -0.871  0.836  -0.222
C  0.927  -0.693  0.300
C  0.100  -0.069  -0.630
P  0.304  -0.495  -2.389
S  2.163  -0.903  -2.865
S  -0.449  1.207  -3.400
S  -1.292  -3.939  -1.775
H  -0.165  0.870  3.082
H  -1.693  1.903  1.432
H  1.480  -0.810  2.358
H  -1.543  1.280  -0.941
H  1.652  -1.426  -0.030
H  0.132  0.855  -4.542
H  -0.014  -3.758  -1.422

***

Entry 8:
Below is a structure of composition C29H38FIrN5OS2, with properties calculated with ωB97M-V with the def2-TZVPD basis set.

Output
Kohn-Sham gap (alpha / beta)	7.177 / 7.201	eV
2S+1	5
charge	+1
F_max	0.43	eV/A
energy above the lowest of the compared OMol25 structures with the same formula, charge and spin	4.00	kcal/mol

Atoms and positions in Å:
Ir  -0.251  0.231  -0.056
C  1.167  3.339  -0.811
N  0.418  2.923  0.374
C  1.048  3.494  1.563
C  -0.962  3.413  0.307
C  -1.779  2.748  -0.766
C  -2.762  3.468  -1.431
C  -3.532  2.864  -2.417
C  -3.303  1.541  -2.765
C  -2.314  0.826  -2.103
C  -1.554  1.396  -1.073
H  1.309  4.429  -0.831
H  0.635  3.043  -1.711
H  2.150  2.866  -0.819
H  0.977  4.591  1.559
H  2.105  3.235  1.595
H  0.557  3.118  2.459
H  -0.968  4.504  0.154
H  -1.423  3.224  1.280
H  -2.926  4.510  -1.183
H  -4.298  3.436  -2.926
H  -3.882  1.077  -3.553
H  -2.103  -0.195  -2.400
C  -3.421  -2.159  -1.089
C  -2.092  -2.781  -0.818
N  -1.058  -2.155  -0.343
C  0.014  -2.997  -0.150
C  -0.207  -4.284  -0.518
S  -1.802  -4.458  -1.102
C  1.223  -2.468  0.480
C  2.273  -3.180  0.958
S  3.444  -2.130  1.624
C  2.465  -0.780  1.259
N  1.344  -1.105  0.666
C  2.852  0.614  1.597
H  -3.443  -1.157  -0.669
H  -4.221  -2.755  -0.651
H  -3.608  -2.085  -2.160
H  0.469  -5.120  -0.468
H  2.405  -4.248  0.955
H  3.909  0.687  1.846
H  2.265  0.966  2.447
H  2.628  1.258  0.748
F  -3.752  4.143  3.331
C  -3.118  2.968  3.182
C  -1.935  2.752  3.878
C  -1.280  1.553  3.716
C  -1.801  0.533  2.875
C  -1.168  -0.710  2.761
C  -3.010  0.813  2.180
C  -3.661  2.016  2.330
H  -1.557  3.525  4.533
H  -0.365  1.363  4.262
H  -1.630  -1.516  2.211
H  -0.244  -0.908  3.285
H  -3.422  0.057  1.525
H  -4.579  2.234  1.802
C  3.086  -1.972  -2.326
N  2.803  -1.039  -3.400
C  3.923  -0.587  -4.211
C  1.607  -0.383  -3.336
O  0.920  -0.444  -2.306
N  1.221  0.321  -4.434
C  1.539  -0.066  -5.795
C  0.159  1.303  -4.313
H  3.992  -2.520  -2.571
H  2.268  -2.682  -2.210
H  3.230  -1.455  -1.373
H  4.835  -0.666  -3.621
H  3.795  0.460  -4.483
H  4.063  -1.172  -5.122
H  2.055  -1.021  -5.819
H  2.145  0.687  -6.304
H  0.606  -0.185  -6.351
H  -0.029  1.507  -3.265
H  -0.770  0.939  -4.758
H  0.450  2.222  -4.826